1.
Here is a molecular structure, C31H38Cl3GeHgN2P2Si2 in a non-equilibrium geometry from the OMol25 dataset. Energies are from ωB97M-V/def2-TZVPD.

Last column: Löwdin charge in e.
Geometry (Å):
H -5.4603 -1.8274 4.3068  0.10
H 3.4010 2.9894 5.1304  0.09
P -1.5918 -0.1543 1.5907  0.61
H -4.9309 1.7013 0.1722  0.03
H 4.9530 -1.6328 -0.0503  0.01
H -4.8418 -4.2119 4.0442  0.09
C -2.0651 1.5508 3.7813  -0.10
C 3.0055 -3.3388 3.6719  -0.09
H -5.9703 0.3458 -0.3236  0.03
C -2.8982 3.6542 2.1517  -0.09
H -1.3777 -3.0408 1.8137  0.08
C -2.4332 2.4729 1.5864  -0.14
C 2.9848 2.9175 4.1319  -0.09
C 2.3767 3.9569 2.0456  -0.26
C -5.0337 0.6105 0.1877  -0.17
H -5.1144 0.2898 1.2335  0.01
Si -3.6339 -0.2447 -0.6943  0.26
H -4.9756 -2.1715 -1.5687  0.03
H -2.7929 -4.8108 2.7761  0.10
H 2.5875 1.8430 -2.4492  -0.05
H -4.3275 0.3582 -3.0092  0.03
H -3.2866 1.6030 -2.2758  0.02
C 4.8923 -1.9144 3.2504  -0.09
C 4.0426 -0.9682 2.6954  -0.11
H 4.4574 -0.0374 2.3206  0.09
C 4.3734 -3.1120 3.7326  -0.10
C -4.1461 -2.0365 -0.8569  -0.19
P 1.6090 -0.0242 1.6327  0.63
C -4.5610 -2.1015 3.7640  -0.09
C -3.0677 -3.7694 2.9042  -0.09
Hg 0.0848 -1.1651 -0.4662  1.06
Si 3.5400 0.2562 -0.8191  0.25
Cl 1.5709 4.2291 -2.1287  -0.10
H 3.2878 4.9963 3.6840  0.10
H 5.9590 -1.7238 3.2993  0.10
H -2.5780 2.8229 5.4263  0.10
C -2.0299 1.4136 2.3909  -0.29
Cl -1.8923 4.6353 -1.5712  -0.15
C 0.0314 -0.6807 1.7082  -0.55
N -2.0728 -0.1903 0.0410  -0.34
C -2.2689 -2.7745 2.3577  -0.10
H 4.2002 2.5342 -0.1020  0.02
H 2.5920 -4.2651 4.0571  0.10
C -4.2194 -3.4358 3.6133  -0.10
H -4.0413 -0.0674 3.3383  0.09
C -3.4441 0.5202 -2.3730  -0.19
H -4.4676 -2.4254 0.1205  0.02
H 2.1299 0.1762 -2.8336  0.01
Ge -0.1154 3.3901 -0.8084  0.02
C -2.5389 2.7228 4.3481  -0.09
C 4.5102 -1.3274 -1.0075  -0.19
C 1.9353 2.7284 1.5688  -0.23
H -3.1825 4.4764 1.5044  0.10
H -3.2982 -2.6462 -1.1965  0.02
H 3.7478 0.7681 -3.2689  0.03
H 1.0855 -2.5453 3.0633  0.08
H 2.5623 0.8247 4.3044  0.10
H 5.3216 -1.2291 -1.7460  0.03
H -1.7260 0.7384 4.4143  0.11
C 2.1562 -2.3828 3.1141  -0.09
H 5.0343 -3.8618 4.1528  0.09
H 2.2826 4.8335 1.4142  0.01
C 2.9589 0.8091 -2.5020  -0.20
C -2.5911 -1.4221 2.5106  -0.27
H 1.5441 2.6504 0.5587  -0.05
H -2.3838 2.3588 0.5098  0.03
C 2.6634 -1.1886 2.6132  -0.28
C 2.0064 1.5895 2.3696  -0.27
C -2.9663 3.7700 3.5318  -0.08
C -3.7539 -1.1053 3.2128  -0.10
C 2.9187 4.0454 3.3180  -0.08
H -2.5699 0.0986 -2.8838  0.02
Cl 0.3072 4.7483 0.9973  0.17
H 5.1001 1.3213 0.8246  0.02
H 3.8412 -2.1338 -1.3367  0.02
C 2.5217 1.6968 3.6651  -0.10
C 4.6947 1.5597 -0.1661  -0.17
H 5.5365 1.6477 -0.8665  0.03
N 2.1161 -0.0529 0.0884  -0.34
H -3.3374 4.6848 3.9806  0.10

Atomic forces in eV per Å
H 0.0824 -0.0025 -0.0367
H -0.0410 -0.0173 -0.0094
P 0.1043 -0.7060 0.1091
H -0.0270 -0.1418 0.0166
H -0.0696 -0.0055 -0.1479
H 0.0235 0.0229 -0.0322
C 0.1347 0.0209 -0.0648
C -0.0516 0.0882 -0.0335
H 0.1321 0.0617 0.1046
C 0.0742 -0.0180 0.0345
H 0.1980 -0.0324 -0.0912
C -0.0635 -0.0288 0.0242
C -0.1825 -0.2211 0.0320
C 1.7218 -0.2484 0.6705
C -0.1816 0.2630 0.2811
H -0.0449 0.0494 -0.1753
Si 0.3875 -0.2257 -0.0224
H 0.1813 0.0190 0.1823
H -0.0058 0.0508 -0.0011
H 0.0634 -0.2801 -0.0530
H 0.1981 0.0431 0.1321
H 0.0343 -0.1638 -0.0614
C -0.0879 0.0193 -0.0136
C -0.0008 0.0344 0.0051
H -0.0318 -0.0787 0.0160
C -0.0753 0.0394 -0.0176
C -0.1866 -0.3622 -0.0741
P 0.2503 -0.5042 0.1248
C 0.0906 0.1084 -0.0505
C -0.0175 0.0948 0.0097
Hg 0.0407 0.3444 -0.0813
Si -0.2637 -0.0373 -0.2450
Cl -0.0543 0.1613 0.0308
H 0.0035 -0.0041 -0.0242
H -0.0613 0.0045 -0.0080
H 0.0189 0.0070 -0.0249
C -0.0515 -0.0147 -0.0244
Cl -0.0191 -0.0675 -0.0901
C -0.1800 0.3758 0.2860
N -0.0635 0.1983 0.3241
C -0.1414 0.1065 0.1797
H 0.0746 -0.0874 -0.0246
H 0.0161 0.0520 -0.0268
C 0.0985 0.0151 -0.0540
H 0.0030 -0.0523 -0.0138
C -0.0772 0.1725 -0.3974
H 0.0829 0.0231 -0.1789
H 0.0136 -0.0025 -0.0687
Ge -0.4323 0.1222 -0.3439
C 0.0001 0.0633 -0.1232
C 0.2906 -0.3522 -0.0484
C 0.6697 -0.8419 0.4376
H 0.0254 -0.0593 0.0495
H -0.1559 0.0494 0.0319
H -0.1608 0.0037 0.1949
H 0.0195 -0.0204 -0.0334
H 0.0470 -0.0172 0.0054
H -0.1934 -0.0243 0.1811
H -0.0388 -0.0102 -0.0120
C 0.0315 0.0279 0.0978
H -0.0322 0.0308 0.0027
H 1.0256 -0.4348 0.4043
C 0.0490 0.1942 -0.2477
C -0.3218 0.1624 -0.1250
H 0.4315 -0.3012 0.3268
H -0.0827 0.0564 0.0309
C 0.2750 -0.0050 -0.2886
C 0.0330 0.2742 -0.3750
C 0.0436 -0.0322 0.0186
C -0.0454 -0.0529 0.0314
C 0.0062 -0.0919 -0.1534
H -0.1112 0.0806 0.0058
Cl -3.4098 1.4987 -1.2237
H -0.0157 0.0816 -0.1603
H 0.1390 0.0830 0.0326
C -0.0607 0.1256 0.2577
C 0.1809 0.2592 0.2540
H -0.0955 0.0122 0.1196
N -0.1886 0.0836 0.2588
H 0.0286 -0.0389 -0.0231

Values from the calculation:
- max |F| (eV/Å) = 3.9
- energy relative to the best compared isomer or geometry (same formula, charge and spin) (eV) = 3.8173
- total charge = -1
- LUMO (eV) = 0.56

2.
Here is a molecular structure, C31H38ClN13O2SiV from the OMol25 dataset. Energies are from ωB97M-V/def2-TZVPD.

Last column: Löwdin spin population.
Geometry (Å):
O -1.1403 0.2514 -1.0490  -0.01
C -5.2074 0.2386 -0.2913  0.00
C 1.6771 3.8384 0.8699  0.00
C 4.4212 -1.4536 -3.1628  0.00
C -0.4473 -0.9501 3.4270  0.02
H -2.0329 -4.5065 -0.8396  0.00
N -1.3700 -2.2211 1.5457  0.19
N 2.0302 2.0362 -1.2433  -0.01
N 3.8990 1.2493 0.0750  0.00
H -1.4474 4.6042 -0.3695  0.00
H -1.0263 -1.4550 0.9757  0.00
N 4.0547 2.5400 -1.9144  0.00
C 1.0493 -0.1002 -1.8215  -0.04
C 1.0506 1.0900 4.6671  0.18
H -0.1373 -3.3584 -1.7188  0.00
H 2.9361 -4.1313 -4.3385  0.00
V 0.4031 1.0813 -0.2432  1.12
C -0.7597 4.0775 0.2958  0.00
C -0.9564 -2.7119 -1.3957  0.01
H 1.6446 1.8806 5.1156  0.01
Cl -2.4750 3.7607 -2.4507  0.00
C 2.5192 -1.1720 -5.5397  0.00
C 0.6521 4.4372 -0.0848  0.00
H 1.7519 4.4643 1.7672  0.00
H 4.6747 -0.3927 -3.2329  0.00
N 2.9572 -1.8227 1.3400  0.00
H -0.4764 -1.8850 -0.8724  0.00
C -4.3778 1.1465 0.3347  0.11
H 4.5162 -1.7497 -2.1150  0.00
H 0.7621 5.5244 -0.0950  0.00
C 1.5397 -0.7936 -2.6973  0.01
H 0.8076 4.1040 -1.1070  0.00
H 0.3833 0.7973 7.4577  0.00
H -3.4645 -1.6551 -3.4090  0.03
N 3.9330 -0.9290 1.0622  0.00
H 1.2451 -3.7666 -3.9650  0.00
O -0.3852 0.3083 1.4007  0.03
H -7.1195 -0.7549 -0.2239  0.00
C -0.1578 -0.9501 4.8156  0.16
H -0.9685 4.3390 1.3428  0.00
C -2.2676 2.3637 0.3926  0.01
H -1.2633 -2.9240 3.4930  0.02
H -5.2888 -1.3205 -1.7567  0.01
C -3.0050 1.1779 0.0565  0.00
N 1.9483 2.7546 -2.3842  0.00
H -1.0208 -2.0734 -3.3677  0.02
H 1.9436 0.0539 7.1123  0.00
H 3.1702 -1.7619 -6.1916  0.00
Si 2.6632 -1.7243 -3.7513  0.00
C 3.2863 0.0969 0.5432  0.00
H 1.4917 -1.2725 -5.8966  0.00
H -0.2389 -3.8606 0.8886  0.01
C -2.8063 -1.5272 -2.5538  0.42
C 2.2788 -3.5654 -3.6718  0.00
C -0.0077 0.1858 2.6436  0.04
H -2.8770 3.1661 0.8151  0.00
H -7.2100 0.9493 -0.6697  0.00
C -1.0521 -2.0697 2.8562  0.28
C 0.7718 1.1539 3.2799  0.03
N -1.0509 2.6377 0.1107  -0.03
C -6.6917 0.2303 -0.0293  -0.01
C 1.2472 2.3003 2.5558  0.00
C -1.8789 -3.4925 -0.4595  0.01
H 2.7981 -0.1202 -5.6293  0.00
H -4.7906 1.8918 1.0075  0.01
H 1.6131 3.1126 3.1934  0.00
N -1.6433 -2.2658 -2.5947  0.18
H -2.8542 -3.0059 -0.4074  0.00
C 3.3352 1.9143 -1.0072  0.00
C -1.2888 -3.5356 0.9399  0.02
C 0.5789 0.0449 5.4392  0.01
H 0.5167 -0.9583 7.3433  0.00
H 5.1440 -2.0245 -3.7535  0.00
H 2.6618 3.8083 0.4032  0.00
C -2.4166 0.2406 -0.7989  0.05
N 3.1360 3.0596 -2.7634  0.00
H -6.9101 0.4934 1.0072  0.00
H 2.4188 -3.9384 -2.6546  0.00
H 4.8980 1.1486 -0.0189  0.00
N 1.9790 -0.1150 0.5020  -0.01
N 1.8066 -1.3559 1.0060  0.00
H -1.8236 -4.2468 1.5770  0.00
H -0.4999 -1.8002 5.3993  0.01
C 0.8711 -0.0185 6.9174  -0.01
N 1.2830 2.4859 1.2928  -0.01
C -4.6434 -0.6283 -1.2228  0.11
C -3.2705 -0.6749 -1.5047  0.03

Atomic forces in eV per Å
O 0.0749 -0.0817 -0.0876
C -0.0163 0.0026 0.0472
C 0.0765 0.0180 -0.0373
C 0.0210 0.0006 -0.0044
C 0.0046 -0.0456 -0.0027
H 0.0110 0.0064 -0.0226
N -0.0375 -0.0094 0.0205
N 0.0523 0.1626 0.0997
N -0.0484 0.0388 0.0300
H -0.0379 -0.0242 -0.0026
H -0.0410 0.0115 -0.0113
N 0.0347 -0.0003 -0.0416
C -0.0258 0.0212 -0.0553
C 0.0124 0.0231 -0.0074
H 0.0109 0.0070 -0.0008
H 0.0032 -0.0070 0.0075
V 0.0916 -0.3743 0.4458
C 0.0610 0.0085 0.1332
C 0.0296 0.0414 0.0059
H 0.0048 -0.0037 -0.0034
Cl -0.3035 0.2033 -0.1307
C -0.0066 0.0030 -0.0151
C -0.0388 -0.0710 -0.0503
H 0.0057 0.0143 -0.0127
H -0.0020 0.0002 0.0120
N -0.0339 0.0104 -0.0157
H -0.0287 0.0354 0.0035
C -0.0165 0.0039 -0.0164
H -0.0012 0.0022 0.0002
H -0.0200 0.0077 0.0623
C -0.0687 -0.0177 0.0589
H 0.0199 0.0549 -0.0178
H -0.0004 -0.0005 0.0035
H 0.0003 0.0075 -0.0026
N 0.0270 -0.0197 -0.0183
H 0.0006 -0.0011 0.0004
O 0.0377 -0.0554 -0.0682
H -0.0035 0.0006 0.0034
C 0.0056 0.0149 -0.0158
H 0.0102 0.0125 -0.0059
C -0.1415 0.0686 -0.2156
H -0.0098 0.0085 0.0058
H 0.0009 -0.0053 0.0052
C 0.1073 -0.0243 0.0338
N 0.0236 -0.0224 -0.0466
H -0.0124 -0.0156 -0.0143
H 0.0007 0.0003 0.0040
H 0.0056 0.0087 -0.0017
Si 0.0547 -0.0123 -0.0526
C 0.0179 -0.0582 -0.0673
H 0.0014 -0.0041 -0.0002
H -0.0124 -0.0455 0.0283
C -0.0223 -0.0424 -0.0474
C -0.0105 -0.0140 -0.0050
C -0.0622 0.1323 0.0309
H -0.0021 -0.0021 -0.0209
H -0.0011 -0.0007 -0.0016
C 0.0295 0.0028 -0.0067
C 0.0309 -0.0265 -0.0227
N 0.2502 -0.0513 0.0379
C 0.0114 0.0054 -0.0282
C 0.0646 -0.0227 0.0510
C 0.0258 0.0068 0.0037
H -0.0089 0.0022 0.0027
H -0.0026 0.0118 -0.0186
H 0.0013 -0.0082 0.0001
N -0.0037 -0.0038 0.0005
H -0.0133 -0.0281 0.0066
C 0.0008 -0.0459 -0.0456
C 0.0934 0.0104 -0.0335
C 0.0086 -0.0081 0.0183
H 0.0022 0.0005 0.0042
H 0.0024 0.0004 0.0002
H 0.0035 -0.0166 0.0139
C -0.1087 0.0461 0.0426
N -0.0247 -0.0171 0.0150
H -0.0010 0.0046 -0.0014
H -0.0117 0.0050 0.0026
H 0.0025 0.0019 0.0086
N -0.0278 0.0863 0.1291
N 0.0344 -0.0388 -0.0101
H -0.0432 0.0274 -0.0068
H -0.0070 0.0022 0.0014
C -0.0118 -0.0002 -0.0205
N -0.1722 0.0720 -0.0996
C 0.0201 -0.0025 -0.0104
C 0.0521 0.0112 0.0433

Values from the calculation:
- max |F| (eV/Å) = 0.6
- spin multiplicity = 4
- energy relative to the best compared isomer or geometry (same formula, charge and spin) (eV) = 2.4476
- total charge = -2
- LUMO (spin up / spin down) (eV) = 3.87 / 4.27

3.
Here is a molecular structure, C31H38CuNOPSi in a non-equilibrium geometry from the OMol25 dataset. Energies are from ωB97M-V/def2-TZVPD.

Last column: Löwdin spin population.
Geometry (Å):
H -2.4964 -1.0246 -1.3501  0.00
C 0.2363 3.9342 -0.6994  0.00
C -3.6865 0.1695 -4.3163  0.00
C -2.1990 0.9626 -2.0242  0.00
H -2.9370 6.1631 -0.7120  0.00
H 3.5333 -0.7680 -2.5227  0.00
C 2.5042 -1.1376 1.1099  0.00
C -2.3967 1.8096 -3.0995  0.00
C -2.7362 -0.3349 -2.1466  0.00
C -3.4407 0.6404 0.9832  0.00
C 5.0406 -1.0381 2.1854  0.00
H -1.5079 -2.5470 3.0234  0.01
C 4.7663 -0.4079 0.9718  0.00
C -2.3232 1.4903 3.3820  0.00
H -3.8873 0.3495 0.0362  0.00
C -2.0394 5.5415 -0.7070  0.00
H -1.8624 1.8490 4.2984  0.00
H -0.0415 -2.3345 -2.1690  0.00
H -0.5637 -1.7786 0.4359  0.01
C 2.4513 -2.7624 -1.3754  0.00
H -4.2861 -0.1132 -5.2282  0.00
C -4.1481 0.4690 2.1778  0.00
H 0.2494 -0.6761 -2.8288  0.00
H 3.1917 -2.6765 -0.5812  0.00
C 0.3877 5.3201 -0.6979  0.00
H 2.0735 0.3194 -2.5771  0.00
C 2.7306 -1.6884 2.3764  0.00
H -5.1445 -0.0004 2.1779  0.00
C -2.1644 4.1452 -0.6990  0.00
H -1.9058 2.7739 -3.0585  0.00
C 2.6680 -0.3785 -1.9748  0.00
H -0.6359 7.2125 -0.7316  0.00
H 1.8661 -3.1505 3.7359  0.00
H 1.3752 -4.9598 2.4179  0.01
H 6.0685 -1.1011 2.5144  0.00
H -1.5804 -3.7919 1.7297  0.00
H 4.2326 0.7127 -1.1040  0.00
H 1.3948 5.7482 -0.6856  0.00
C 4.0194 -1.6349 2.9496  0.00
H 1.0932 3.2676 -0.6471  0.00
Si -1.0858 1.4825 -0.6184  0.00
C -3.5930 0.8878 3.3840  0.00
H 0.9635 -1.5263 3.6613  0.00
H -0.3648 -0.9540 1.6090  0.22
H 5.5041 0.1247 0.3808  0.00
H 1.6974 -3.4925 -1.0669  0.00
C 0.7144 -1.6545 -2.6263  0.00
C 3.4786 -0.4227 0.4332  0.00
N 1.7856 -1.4910 -1.6432  0.03
C -1.0220 3.3406 -0.7247  0.00
C -1.6439 1.6428 2.1590  0.01
C -3.1437 1.4655 -4.2608  0.00
H 2.9513 -3.1275 -2.2776  0.00
P 0.4852 -2.7564 1.7050  0.21
C -2.1385 1.1764 0.9390  0.01
H -3.8834 -1.7758 -3.3559  0.00
H 2.5746 1.2642 -0.6275  0.00
H -4.1354 0.7876 4.3452  0.00
C -0.7598 6.1233 -0.7112  0.00
H -0.7303 -4.1658 3.2826  0.00
C 3.2268 0.3975 -0.7945  0.00
Cu 0.7916 -0.6753 0.3171  0.32
C -0.9821 -3.3860 2.5508  0.02
C 1.4052 -4.3713 1.4817  0.08
H -3.2853 2.1878 -5.0579  0.00
H -0.6611 2.1086 2.1412  0.00
H 4.1576 -2.0855 3.9126  0.00
C -3.4851 -0.7331 -3.2877  0.00
H -3.1453 3.6625 -0.6522  0.00
H 2.4612 -4.2394 1.1931  0.00
H 0.8650 -4.9002 0.6908  0.00
C 1.5838 -2.2664 3.1239  0.00
O 0.4148 0.8749 -0.6085  0.04
H 1.0995 -2.0760 -3.5668  0.00

Atomic forces in eV per Å
H -0.2910 -0.3912 0.0259
C 0.0540 0.2375 0.0182
C -0.6103 0.7009 -1.4667
C -0.1206 -1.2701 -0.7492
H 0.3186 -0.1030 0.0388
H -0.1454 0.0050 -0.4743
C -0.5384 0.5742 1.3353
C -0.4423 0.4900 -1.4843
C -0.2627 0.1873 -0.9204
C 0.3191 -0.1548 -0.2653
C -0.1244 -0.3392 0.2760
H -0.0485 -0.3096 -0.0894
C -0.3712 -0.3031 0.0800
C -0.1921 -0.1018 -0.8973
H -0.1536 -0.1096 0.2247
C 0.2319 -0.3209 -0.0151
H -0.1494 -0.0448 -0.0951
H 0.3824 0.3921 -0.6352
H 0.4478 -0.4361 0.6990
C -0.0457 0.0941 -0.2852
H 0.7039 0.1863 1.1368
C -0.2111 -0.0723 -0.0213
H 0.0937 -0.4689 0.1613
H -0.0984 0.0594 -0.1530
C -0.3022 -0.0223 -0.0097
H 0.4240 -0.2394 -0.0673
C 1.6086 0.8672 0.3978
H 0.5277 0.3267 -0.1089
C 0.1778 0.4766 0.0056
H -0.1985 0.1820 -0.1452
C 0.0494 -0.2290 -0.4411
H -0.1986 -0.4328 0.0460
H -0.5252 0.6015 -0.2517
H -0.1860 0.3692 -0.4208
H 0.0385 0.1993 0.2316
H -0.3475 -0.1476 0.4393
H -0.3886 0.4830 -0.0601
H -0.4456 0.0073 0.0090
C -0.4539 0.2852 -1.7297
H 0.0652 0.2110 -0.1070
Si -0.4444 0.1368 0.3450
C 0.3992 0.2779 0.5602
H 0.6924 -0.1430 0.2701
H 0.1453 1.1739 -0.5397
H 0.3804 -0.1604 0.3921
H 0.1155 0.0580 -0.1068
C -0.3605 -0.1777 0.3837
C 0.7357 0.2022 0.8254
N -0.7982 0.1124 0.6994
C 0.2354 0.1131 0.2990
C 0.2500 -0.2337 0.6456
C 0.4439 -0.7242 1.5788
H 0.0612 -0.1363 -0.1592
P 1.7787 -0.7538 -0.1235
C -0.6380 0.0051 0.5588
H 0.3727 1.0737 0.0702
H 0.3207 -0.2979 0.3269
H 0.3126 -0.0408 -0.7824
C 0.1439 0.0045 -0.0923
H 0.0058 0.3342 -0.2541
C 0.6632 -0.0341 -0.1884
Cu -1.2921 -2.8203 1.1219
C -0.5433 0.3246 -0.4905
C -0.2613 -0.2350 -0.7500
H 0.0372 -0.1705 0.0593
H -0.0220 0.0255 0.2581
H 0.4618 -0.0541 0.3273
C 0.5057 -0.6848 1.2624
H 0.2004 0.2935 -0.0911
H -0.5595 0.1573 0.0394
H 0.3133 -0.3376 0.0831
C -0.8714 0.4879 -0.6102
O -1.2394 0.8150 -0.1590
H -0.1360 -0.0305 0.0086

Values from the calculation:
- max |F| (eV/Å) = 3.3
- spin multiplicity = 2
- energy relative to the best compared isomer or geometry (same formula, charge and spin) (eV) = 3.6317
- LUMO (spin up / spin down) (eV) = -0.72 / -1.12